[1]
Molecular formula: C24H28Br6N5O3Zn
Method: DFT, ωB97M-V with the def2-TZVPD basis set

Geometry as XYZ:
```
67
Properties=species:S:1:pos:R:3:forces:R:3:lowdin_charge:R:1
Zn 2.48052 -16.35140 -1.97251 3.313 -2.026 -0.605 0.877
C 4.75464 -18.86603 -2.73506 -1.419 0.243 1.369 -0.270
O 3.63910 -18.00766 -2.61089 -0.243 0.913 -0.321 -0.446
H 5.40067 -18.85802 -1.85718 0.414 0.401 0.624 0.030
H 4.38149 -19.88827 -2.67263 0.233 -0.324 -0.828 0.005
H 5.45067 -18.68952 -3.55511 -0.289 0.045 -0.625 0.052
C 7.51250 -16.97709 -0.77925 -0.837 -0.035 0.361 0.039
N 7.64360 -17.05239 0.68385 1.480 -0.221 1.513 -0.435
O 8.44488 -17.86261 1.13760 -0.970 0.708 -0.204 0.081
O 6.99706 -16.24082 1.34823 0.383 -0.845 -0.554 0.042
H 8.21322 -16.21181 -1.11307 -0.245 -0.071 -0.091 0.110
H 6.46419 -16.67907 -0.79773 0.199 0.187 -1.188 0.058
H 7.70479 -17.95555 -1.21940 0.018 0.232 0.103 0.106
N 2.65898 -17.06436 0.06212 0.012 0.332 2.203 -0.003
C 1.64348 -16.95610 0.99135 0.684 -0.019 -1.715 -0.103
C 1.63558 -17.56396 2.23107 0.118 0.828 -0.360 -0.063
C 2.78456 -18.18836 2.63926 1.439 -0.139 -0.042 -0.070
C 3.93794 -18.19046 1.82315 -1.495 0.120 -1.125 -0.030
C 3.82992 -17.62763 0.53427 -1.342 0.040 0.008 -0.092
H 0.85221 -16.31218 0.63686 -0.462 -0.277 0.207 0.105
H 0.80544 -17.45289 2.91294 -0.142 -0.003 -0.180 0.121
H 2.80974 -18.59481 3.63954 0.166 -0.300 -0.029 0.122
H 4.81369 -18.76807 2.07967 0.215 0.392 0.225 0.117
H 4.64868 -17.60405 -0.16963 -0.051 -0.247 -0.071 0.074
N 8.93422 -21.89119 -7.50228 -2.717 2.322 1.690 0.076
C 9.68232 -21.19957 -6.59996 -1.064 0.257 -0.342 -0.157
C 9.25127 -20.11004 -5.79910 -1.096 -0.001 -0.400 -0.068
C 7.89742 -19.72078 -5.81805 3.312 -0.888 0.470 -0.088
C 7.12542 -20.42074 -6.69760 -1.935 0.890 0.380 -0.142
C 7.55782 -21.42469 -7.50548 3.696 -0.964 -0.559 -0.091
H 10.71779 -21.45729 -6.43329 0.156 -0.460 -0.546 0.095
H 9.97922 -19.55939 -5.22182 0.100 -0.202 0.214 0.091
H 7.51941 -18.96977 -5.14020 -0.108 0.156 -0.209 0.088
H 6.11791 -20.03269 -6.67050 -0.572 -0.670 -0.709 0.087
H 6.89139 -21.81382 -8.26104 0.193 -0.445 0.033 0.097
N 2.11650 -15.79671 -3.97115 -0.233 1.964 -1.669 0.004
C 2.06232 -14.46167 -4.41758 -0.992 -1.073 1.990 -0.110
C 1.73802 -14.05345 -5.66988 0.473 -0.653 -1.104 -0.040
C 1.63790 -15.03205 -6.68033 -0.442 0.892 0.226 -0.020
C 1.73458 -16.34054 -6.31473 -0.213 0.443 -0.057 -0.057
C 1.96955 -16.65921 -4.98542 0.344 -1.201 0.244 -0.112
H 2.07872 -13.68107 -3.67139 0.346 -0.219 0.431 0.109
H 1.59144 -12.99859 -5.84927 0.131 -0.011 -0.131 0.119
H 1.41620 -14.79751 -7.71097 -0.007 0.295 -0.011 0.122
H 1.52442 -17.09763 -7.05570 0.385 -0.268 0.260 0.057
H 2.10441 -17.72056 -4.83792 -0.119 -0.030 0.945 0.088
N 4.43748 -15.18324 -1.88709 0.706 1.298 0.156 0.016
C 4.86396 -14.34249 -0.90564 -0.844 -0.405 -0.420 -0.123
C 6.04953 -13.63474 -0.93098 0.030 -0.114 -0.365 -0.044
C 6.85765 -13.76098 -2.05292 -0.805 1.074 -1.727 -0.047
C 6.38357 -14.46867 -3.17349 0.338 -0.095 2.305 -0.034
C 5.22823 -15.20371 -2.97911 0.598 -1.345 -0.387 -0.152
H 4.18854 -14.21320 -0.07287 -0.038 -0.127 0.166 0.112
H 6.25389 -12.95121 -0.12016 0.279 -0.159 0.063 0.120
H 7.70282 -13.12801 -2.27968 0.455 -0.060 0.789 0.116
H 7.02386 -14.59785 -4.03357 -0.298 0.030 -0.200 0.116
H 5.14433 -16.02522 -3.67516 -1.226 -0.020 -0.253 0.107
C 3.76518 -21.75088 0.23796 -0.651 -0.717 -0.308 -1.417
Br 1.97753 -21.16762 0.86917 0.880 -0.571 0.029 0.551
Br 3.46112 -22.39591 -1.67653 0.656 0.457 1.789 0.514
Br 4.72209 -23.09457 1.40883 -1.091 1.208 -1.145 0.537
H 4.34550 -20.82945 0.28576 0.104 -0.445 -0.474 -0.055
C 1.69738 -20.73287 -5.38178 0.030 -1.892 -0.712 -1.450
Br 0.26563 -21.84419 -4.51750 1.188 0.995 -0.399 0.519
Br 0.93717 -19.86228 -6.95555 0.330 -0.111 0.751 0.590
Br 3.18432 -21.96894 -6.01692 -1.024 0.940 0.612 0.488
H 2.18752 -20.05917 -4.67894 -0.435 -0.011 -0.089 -0.043
```
Forces are in eV/Å.

Its total charge is +1. As for the spin multiplicity: 1. Its orbital gap is 0.266 hartree.



[2]
Molecular formula: C24H28Cl5N4
Method: DFT, ωB97M-V with the def2-TZVPD basis set

Geometry as XYZ:
```
61
Properties=species:S:1:pos:R:3:forces:R:3:lowdin_charge:R:1
Cl -2.09459 -5.13920 17.66780 0.033 -0.269 -0.193 -0.218
Cl 2.06240 -4.44324 13.99787 0.185 -0.059 0.002 0.506
C 1.51740 -5.60177 15.24825 -0.186 -0.381 -0.104 -0.677
C 1.19485 -4.94700 16.57036 -0.052 -0.362 -0.260 -0.686
Cl 2.58768 -4.00864 17.16850 -0.043 0.159 0.097 0.525
H 2.23328 -6.41108 15.38741 0.345 0.324 -0.240 0.064
H 0.63866 -6.05649 14.79482 -0.194 0.039 0.318 0.044
H 1.03914 -5.73045 17.30869 -0.218 0.015 -0.008 0.038
H 0.28458 -4.35800 16.50114 0.176 0.311 0.274 0.019
Cl -2.68180 -10.04972 15.01930 0.063 0.022 -0.082 0.509
C -1.97360 -8.38764 14.95490 -0.484 -0.641 -0.011 -0.642
C -1.21464 -8.03823 16.19660 0.206 0.638 -0.673 -0.707
Cl 0.29829 -8.97806 16.29995 0.207 -0.057 0.093 0.533
H -2.81564 -7.71712 14.80149 0.058 0.118 0.142 0.065
H -1.33247 -8.36300 14.07847 0.067 0.000 0.030 0.064
H -1.73155 -8.12310 17.14286 -0.226 -0.060 -0.075 0.044
H -0.97389 -6.98554 16.03574 0.194 -0.009 0.586 -0.006
N -7.48839 -7.87284 16.35415 -0.235 -0.426 0.057 0.037
C -6.26625 -8.36897 16.12664 -0.406 -0.029 -0.256 -0.164
C -5.11834 -7.81015 16.63490 0.207 -0.264 0.868 -0.079
C -5.22498 -6.77448 17.55726 0.214 0.134 -0.092 -0.080
C -6.49106 -6.32850 17.89076 0.034 0.219 -0.474 -0.070
C -7.58158 -6.88418 17.22715 0.262 0.468 0.452 -0.183
H -6.22849 -9.26702 15.51840 0.055 0.128 -0.183 0.097
H -4.15461 -8.27051 16.46960 -0.064 0.073 -0.244 0.045
H -4.31151 -6.33196 17.94760 -0.124 0.104 0.097 0.000
H -6.65134 -5.49170 18.55765 0.104 -0.100 0.149 0.099
H -8.55790 -6.46867 17.46552 -0.147 -0.256 -0.294 0.094
N -2.36107 -6.02240 21.48704 0.084 0.271 -0.074 0.081
C -2.55511 -6.09270 22.79359 -0.143 -0.035 0.215 -0.157
C -2.93165 -7.25632 23.45678 0.692 0.018 0.269 -0.090
C -2.98890 -8.42641 22.72849 -0.147 -0.179 -0.359 -0.099
C -2.80188 -8.35825 21.35296 -0.344 -0.163 0.182 -0.074
C -2.51518 -7.13243 20.77555 -0.075 -0.229 -0.200 -0.165
H -2.38579 -5.17928 23.35686 -0.096 0.028 -0.059 0.101
H -3.02538 -7.25900 24.53584 -0.146 0.033 -0.030 0.092
H -3.17219 -9.38655 23.19618 -0.127 0.076 0.081 0.097
H -2.95318 -9.23743 20.73941 0.223 0.004 -0.046 0.098
H -2.40016 -7.04473 19.69745 0.058 0.205 0.031 0.043
N -1.90390 -1.33841 17.64261 -0.803 -0.394 0.376 0.076
C -2.08067 -1.74419 16.39555 1.084 -0.079 -0.766 -0.164
C -1.69217 -0.96621 15.30174 -0.651 0.006 -0.158 -0.078
C -1.27933 0.33735 15.50522 0.674 -0.084 0.324 -0.101
C -1.15857 0.77515 16.81731 -0.337 0.123 -0.081 -0.093
C -1.49558 -0.10214 17.83925 0.343 0.660 0.018 -0.172
H -2.37964 -2.77129 16.20925 -0.186 -0.023 0.444 0.041
H -1.77312 -1.38654 14.30632 0.015 0.056 0.004 0.096
H -0.93320 0.97252 14.69837 -0.218 -0.049 -0.115 0.096
H -0.84314 1.78465 17.05019 0.069 -0.036 -0.010 0.090
H -1.40645 0.23627 18.86800 0.028 -0.156 0.040 0.099
N 0.87118 -4.28827 20.79109 0.096 0.013 -0.083 0.084
C 0.77664 -5.50876 20.26034 -0.324 0.171 0.218 -0.163
C 1.79610 -6.44802 20.33469 0.136 -0.305 -0.080 -0.079
C 2.95115 -6.12922 21.01931 0.421 0.708 0.124 -0.095
C 3.07866 -4.84113 21.53931 -0.083 -0.542 -0.145 -0.092
C 2.01581 -3.96836 21.38165 0.279 0.109 0.162 -0.176
H -0.17819 -5.73769 19.79706 0.071 0.066 -0.178 0.048
H 1.70516 -7.41436 19.85377 -0.196 0.001 0.048 0.099
H 3.78610 -6.81102 21.12778 -0.143 -0.185 -0.107 0.097
H 3.98416 -4.53448 22.04599 -0.024 0.051 0.023 0.090
H 2.12773 -2.95759 21.76647 -0.260 0.020 -0.045 0.097
```
Forces are in eV/Å.

Its total charge is -1. As for the spin multiplicity: 1. Its orbital gap is 0.291 hartree.



[3]
Molecular formula: C24H28ClN3O3PtSbSe
Method: DFT, ωB97M-V with the def2-TZVPD basis set

Geometry as XYZ:
```
62
Properties=species:S:1:pos:R:3:forces:R:3:lowdin_charge:R:1
Pt -2.01522 0.34049 0.09375 -0.665 0.998 -0.555 0.359
O -4.13909 -1.01999 -1.27971 -0.126 -0.112 -0.085 -0.143
C -4.95569 -1.38210 -0.18598 -0.215 -0.031 0.081 -0.186
C -4.09155 -1.91172 0.92808 -0.238 -0.203 -0.127 -0.241
C -4.50983 -2.98458 1.70593 0.147 0.209 -0.023 0.003
C -3.70544 -3.42481 2.74287 0.110 0.169 -0.057 -0.029
C -2.49905 -2.78138 2.97111 -0.138 -0.037 -0.072 -0.026
C -2.14961 -1.71785 2.15872 0.176 -0.535 0.717 -0.117
N -2.93225 -1.29455 1.16536 0.761 -0.021 0.210 -0.041
H -4.64694 -0.44657 -1.86523 0.075 0.053 0.053 0.079
H -5.68129 -2.14836 -0.48593 0.051 0.115 0.173 0.130
H -5.49904 -0.50582 0.19517 -0.029 -0.110 -0.044 0.139
H -5.45496 -3.46280 1.50293 -0.081 -0.023 -0.096 0.122
H -4.01106 -4.25612 3.35787 -0.043 -0.096 0.062 0.118
H -1.84002 -3.09765 3.76312 0.092 0.014 0.056 0.115
H -1.20671 -1.20596 2.31013 -0.109 -0.033 -0.016 0.075
C -1.60130 -0.53534 -2.86728 -0.320 -0.553 0.295 -0.035
N -1.06142 0.77641 -3.08465 -0.157 0.780 0.077 -0.070
C -1.56979 1.92726 -2.60032 0.252 0.226 -0.598 -0.717
Se -2.94814 2.14523 -1.39015 0.850 -0.390 0.939 0.737
N -0.89594 2.95808 -3.15711 -0.245 -0.359 0.120 0.133
C 0.07981 2.47203 -3.99853 0.340 -0.637 -0.398 -0.184
C 1.02628 3.09515 -4.79620 -0.058 -0.077 0.057 0.005
C 1.87251 2.27294 -5.51608 0.048 0.171 0.014 -0.063
C 1.78831 0.88341 -5.44153 -0.005 -0.050 0.011 -0.062
C 0.83483 0.25572 -4.66521 -0.036 0.041 -0.001 -0.004
C -0.02583 1.07207 -3.94654 0.468 0.645 -0.353 -0.169
H -1.82359 -0.67666 -1.79045 0.144 0.001 -0.562 0.011
H -0.87877 -1.27991 -3.18205 0.061 -0.005 -0.077 0.097
H -2.52840 -0.65123 -3.43022 0.062 -0.080 0.023 0.109
H -1.10532 3.92742 -2.97752 -0.032 -0.083 0.121 0.166
H 1.09278 4.16846 -4.85384 0.050 0.164 -0.018 0.119
H 2.62265 2.71486 -6.15198 0.078 0.074 -0.047 0.112
H 2.48789 0.28686 -6.00416 0.040 -0.081 -0.090 0.113
H 0.77198 -0.81898 -4.63069 -0.037 -0.139 0.024 0.115
Cl 6.00265 -2.58961 5.89479 0.136 -0.082 0.131 0.709
C 4.82206 -1.87180 4.87175 -0.221 0.141 -0.217 -0.665
C 5.00830 -0.57273 4.41607 0.088 -0.087 0.064 -0.086
C 4.06946 -0.00474 3.57898 -0.220 -0.098 -0.107 -0.001
C 2.93953 -0.72624 3.20356 0.294 -0.185 0.281 -0.134
C 2.76174 -2.02708 3.67200 -0.007 0.237 -0.097 -0.005
C 3.70025 -2.60400 4.50060 0.152 -0.023 0.060 -0.087
C 1.93584 -0.15438 2.29297 0.386 -0.437 0.525 -0.622
O 2.18777 0.95303 1.71628 0.112 0.762 -0.439 -0.152
O 0.87579 -0.75209 2.06468 -0.813 -0.113 -0.331 -0.071
H 5.88880 -0.02060 4.70297 0.085 0.020 0.076 0.110
H 4.20196 0.99795 3.20610 0.045 0.117 -0.027 0.121
H 1.88636 -2.57576 3.36183 -0.063 -0.073 0.002 0.118
H 3.57983 -3.61855 4.84529 0.009 -0.076 0.084 0.109
C 1.30104 2.88434 -0.52392 -0.374 -0.285 -0.157 -0.247
Sb 0.47635 1.14698 0.43700 -0.160 0.571 0.206 1.419
C 1.65652 -0.29588 -0.87567 -1.038 0.214 0.585 -0.153
C -0.39778 2.38098 2.12755 0.086 -0.783 -0.453 -0.205
H 2.13951 3.22045 0.07437 0.123 -0.012 0.194 0.021
H 0.56549 3.67857 -0.58418 -0.147 0.126 0.073 0.006
H 1.65265 2.64925 -1.52231 0.084 -0.084 -0.164 0.000
H 2.68767 -0.18923 -0.55749 0.043 0.187 0.176 0.024
H 1.55758 -0.01890 -1.92186 -0.148 0.145 0.003 -0.012
H 1.31496 -1.31309 -0.70539 -0.055 0.006 0.010 0.015
H 0.41556 2.85161 2.67151 0.218 -0.074 -0.063 0.018
H -0.98834 1.74577 2.78562 0.079 -0.017 -0.043 0.001
H -1.04236 3.13177 1.67323 0.035 -0.104 -0.187 0.003
```
Forces are in eV/Å.

Its total charge is +1. As for the spin multiplicity: 1. Its orbital gap is 0.245 hartree.



[4]
Molecular formula: C24H28Co2O9
Method: DFT, ωB97M-V with the def2-TZVPD basis set

Geometry as XYZ:
```
63
Properties=species:S:1:pos:R:3:forces:R:3:lowdin_charge:R:1
C -0.52938 -3.75561 -2.53363 -0.558 -0.138 -0.104 -0.070
C 0.35992 -2.54673 -2.51224 0.051 0.275 0.391 -0.235
O 0.55989 -2.18556 -1.13399 -0.033 -0.662 -1.229 -0.083
C 1.19582 -0.99779 -0.96640 0.520 0.644 1.735 -0.508
C 1.68269 -0.86834 0.39664 0.720 0.571 -1.598 -0.117
C 2.63413 0.16273 0.71369 -1.068 -0.734 0.266 -0.403
O 3.02015 0.29446 1.89504 0.669 0.266 0.412 -0.067
C 3.23974 1.10158 -0.32640 -0.126 -0.201 -0.149 -0.137
C 2.51611 2.44237 -0.50316 0.159 -0.013 -0.192 -0.206
C 2.18918 3.19253 0.79294 -0.141 0.296 -0.126 -0.209
C 0.76487 2.93928 1.32482 -0.296 0.057 0.179 -0.199
C 0.69443 2.48923 2.79188 0.230 -0.080 0.104 -0.219
C -0.56759 1.68879 3.14602 0.166 0.142 -0.275 -0.217
C -0.65104 0.32049 2.46367 -0.081 0.029 -0.018 -0.223
C 0.23073 -0.73585 3.11959 0.025 -0.223 0.166 -0.215
C 0.33993 -2.01706 2.27735 0.050 -0.057 0.205 -0.204
C 1.52530 -2.05330 1.31455 0.199 0.092 -0.054 -0.180
O 1.24980 -0.17269 -1.87581 0.219 -0.136 -0.331 0.003
H -0.67008 -4.07217 -3.57341 0.008 -0.036 0.225 0.053
H -0.09387 -4.58705 -1.97002 -0.054 0.096 0.015 0.073
H -1.52214 -3.49894 -2.11405 0.507 -0.166 -0.168 0.072
H 1.34718 -2.76504 -2.94842 -0.196 0.114 -0.041 0.126
H -0.09185 -1.70070 -3.04091 0.150 -0.257 0.015 0.092
H 4.27244 1.30886 -0.00190 -0.248 -0.183 0.032 0.110
H 3.22994 0.58773 -1.29271 0.212 0.215 0.097 0.095
H 3.17907 3.07986 -1.10505 -0.110 -0.082 -0.067 0.095
H 1.60834 2.27431 -1.09585 0.112 0.054 0.129 0.104
H 2.94173 2.95210 1.55487 -0.171 -0.013 -0.071 0.103
H 2.27120 4.26811 0.57974 0.120 -0.110 0.109 0.090
H 0.18635 3.87551 1.23758 0.042 -0.258 -0.051 0.102
H 0.24063 2.21923 0.68247 0.258 0.011 0.119 0.102
H 1.58470 1.88997 3.03287 -0.204 0.052 -0.162 0.091
H 0.74398 3.39023 3.42376 0.001 -0.165 0.020 0.099
H -0.59509 1.55632 4.23547 -0.126 -0.024 -0.038 0.099
H -1.44601 2.27502 2.85919 -0.077 0.091 0.082 0.099
H -1.69066 -0.03450 2.50005 0.064 0.033 -0.022 0.108
H -0.40287 0.38893 1.39668 0.038 0.074 0.230 0.089
H 1.23898 -0.33825 3.32188 -0.297 -0.144 -0.146 0.100
H -0.23244 -1.00241 4.08473 0.142 0.153 -0.038 0.098
H 0.45119 -2.87514 2.95793 -0.192 0.006 -0.108 0.093
H -0.58752 -2.15964 1.69852 0.120 -0.008 0.192 0.104
H 1.40110 -2.93959 0.67462 0.190 0.133 0.374 0.103
H 2.45907 -2.16087 1.88952 -0.212 0.050 0.017 0.108
O -4.54206 -4.76534 -1.86077 0.014 0.359 -0.936 0.106
C -4.45299 -3.99712 -2.71865 0.310 0.409 1.236 -0.195
Co -4.36305 -2.76817 -3.97185 0.639 -0.786 0.376 0.000
C -2.98022 -3.31014 -4.93018 1.944 -0.483 -0.756 -0.156
O -2.08773 -3.70893 -5.55046 -1.160 0.398 0.499 0.088
C -5.78361 -3.44277 -4.72825 -1.526 1.086 -0.653 -0.203
O -6.72178 -3.86458 -5.25404 0.520 -0.300 0.176 0.073
C -3.99903 -1.48637 -2.38766 -1.463 -1.151 1.810 -0.224
C -2.78798 -0.90243 -2.10522 2.060 -0.637 2.378 -0.344
C -1.77479 -0.67652 -1.24608 -1.444 0.570 -0.690 -0.005
Co -3.48658 -0.38055 -3.71000 -0.855 1.212 -4.216 0.039
C -1.97775 -0.13287 -4.54908 2.315 0.311 -0.955 -0.146
O -1.00072 0.09050 -5.12840 -1.218 -0.291 0.706 0.115
C -4.02381 1.31721 -3.70461 -1.118 0.159 0.584 -0.122
O -4.35908 2.42162 -3.68263 0.519 -0.650 -0.156 0.085
C -4.37005 -0.95401 -5.24820 -0.694 0.808 0.241 -0.254
O -4.80042 -0.72310 -6.31141 0.360 -0.586 0.567 0.045
H -4.78995 -1.53638 -1.63427 -0.051 0.269 -0.293 0.066
H -0.99740 0.02438 -1.54932 -0.186 -0.112 0.359 0.054
H -1.79894 -1.02939 -0.21289 0.249 -0.352 -0.405 0.058
```
Forces are in eV/Å.

Its total charge is -2. As for the spin multiplicity: 1. For the energy above the lowest of the compared OMol25 structures with the same formula, charge and spin, the calculation gives 0.000 eV. Its orbital gap is 0.224 hartree.



| no. | calculated total energy (hartree) | HOMO level (eV) |
| --- | --- | --- |
| 1 | -18653.80966 | -10.86 |
| 2 | -3451.39333 | -5.31 |
| 3 | -4542.30537 | -10.72 |
| 4 | -4373.99899 | -1.41 |